Formula: C10H18BF4N5O2S
Source: OMol25
Level of theory: the ωB97M-V functional and the def2-TZVPD basis

Results
Gap between HOMO and LUMO, eV: 9.82
E_LUMO, eV: -0.4
Total energy, eV: -44593.2243
Highest occupied orbital energy, eV: -10.2434

Last column: Mulliken charge in e.
Geometry (Å):
C -3.827 -1.528 -0.462  -0.82
O -2.642 -0.847 -0.821  -0.32
C -1.510 -1.497 -0.308  -0.69
N -0.306 -0.946 -0.908  0.06
C -0.245 -1.311 -2.341  -0.67
C 1.029 -0.815 -2.994  -0.65
C 1.279 0.627 -2.561  -0.59
N 0.133 1.181 -1.757  -0.27
C -0.194 0.414 -0.713  0.28
N -0.410 0.900 0.492  0.22
C -0.370 2.319 0.831  -0.70
C -1.290 2.592 2.043  -0.99
S -0.425 2.847 3.607  -0.12
C -0.214 1.207 4.144  0.38
N -0.119 0.858 5.385  -0.38
N 0.121 -0.514 5.374  -0.36
C 0.133 -0.875 4.145  -0.08
O -0.073 0.177 3.283  -0.12
H -3.824 -1.804 0.595  0.34
H -3.961 -2.435 -1.052  0.31
H -4.671 -0.871 -0.635  0.26
H -1.519 -2.566 -0.520  0.50
H -1.502 -1.395 0.781  0.30
H -1.115 -0.941 -2.880  0.37
H -0.264 -2.395 -2.399  0.49
H 0.977 -0.864 -4.076  0.39
H 1.896 -1.396 -2.687  0.20
H 1.454 1.283 -3.405  0.42
H 2.155 0.716 -1.921  0.40
H 0.390 2.124 -1.496  0.36
H -0.596 0.273 1.255  0.22
H -0.732 2.908 -0.006  0.56
H 0.645 2.611 1.090  0.39
H -2.002 1.777 2.136  0.41
H -1.847 3.507 1.879  0.44
H 0.276 -1.850 3.722  0.47
B 4.654 -0.700 -1.360  0.55
F 4.147 -1.652 -2.277  -0.40
F 4.518 0.586 -1.929  -0.41
F 3.864 -0.750 -0.183  -0.39
F 5.987 -0.955 -1.072  -0.35